DFT (ωB97M-V/def2-TZVPD) results for one molecule with the formula C2H6N2S2 at a distorted geometry.

For the highest occupied orbital energy, the calculation gives -8.952 eV. As for the net charge: 0. Its structure (SMILES) is [H]/N=C(/NS)SC. The value obtained for the gap between HOMO and LUMO is 9.658 eV.

Geometry as XYZ:
```
12
C2H6N2S2, DFT ωB97M-V/def2-TZVPD
S -2.0208 -0.4795 -0.1661
S 1.2934 -0.4105 -0.6798
N -0.9237 0.5796 0.6271
N 0.7802 2.1010 0.1379
C 0.3684 0.9096 0.1299
C 1.3325 -1.4350 0.7840
H 1.6997 2.1823 -0.3486
H 1.8482 -0.8957 1.5975
H -1.2810 1.3516 1.0821
H 1.9779 -2.2866 0.5303
H 0.4163 -1.8577 1.1586
H -2.2231 0.1343 -1.3225
```